45
Properties=species:S:1:pos:R:3:forces:R:3 method="wB97M-V/def2-TZVPD" homo_lumo_gap_ev="7.5 / 7.5" fmax_ha_per_bohr=0.003 multiplicity=3
Pt 1.22563 -0.11730 -0.00113 0.02 -0.07 -0.04
N -2.86974 -4.02862 -2.04194 -0.04 0.03 0.03
C -2.64748 -2.78093 -1.47970 0.00 -0.06 -0.05
C -2.96304 -1.61916 -2.18728 -0.01 0.05 -0.01
C -2.77416 -0.37569 -1.61344 0.02 -0.02 0.03
C -2.27894 -0.28178 -0.32053 -0.06 0.00 -0.02
C -1.97294 -1.42967 0.40058 -0.01 -0.02 -0.04
C -2.15298 -2.67112 -0.17772 0.02 0.02 0.06
S -1.95328 1.30034 0.37095 0.09 -0.11 -0.07
O -2.65343 2.30263 -0.37527 -0.10 0.04 -0.02
O -2.16314 1.21498 1.79677 0.04 0.04 0.03
N -0.35181 1.36360 0.06392 0.13 0.07 0.10
C 0.43477 2.45479 0.08601 0.00 0.01 0.01
N 0.05994 3.72489 0.23694 -0.05 -0.03 0.00
C 1.03572 4.62142 0.18922 0.02 0.00 -0.02
C 2.37869 4.30670 0.00880 -0.02 0.03 0.02
C 2.68611 2.96218 -0.08875 0.04 -0.01 0.00
N 1.73022 2.05190 -0.04478 -0.10 -0.02 0.03
H -2.93079 -4.06321 -3.04501 0.01 0.00 -0.01
H -2.35852 -4.79691 -1.64242 0.02 0.00 0.00
H -3.35782 -1.69680 -3.19334 0.00 0.00 0.00
H -3.00890 0.52815 -2.15938 0.00 0.01 0.00
H -1.58242 -1.34737 1.40604 0.00 0.00 0.00
H -1.91086 -3.56788 0.38023 0.00 0.00 0.00
H 0.72789 5.65513 0.30729 0.00 0.00 0.00
H 3.14228 5.06764 -0.03042 0.00 0.00 0.00
H 3.70169 2.59959 -0.19470 0.00 0.00 -0.01
C 0.64643 1.56870 3.43793 -0.03 -0.04 0.05
C 0.16506 0.14661 3.32605 0.00 0.17 0.03
C -0.85592 -0.33372 4.31472 0.03 0.08 -0.02
O 0.58181 -0.58250 2.44485 0.02 -0.15 -0.02
H 0.42287 2.00477 4.40970 0.00 0.00 0.00
H 0.12702 2.15263 2.67570 -0.02 0.00 0.04
H 1.71842 1.60580 3.24492 -0.02 0.01 -0.05
H -0.51604 -0.14241 5.33408 0.01 -0.01 -0.01
H -1.05877 -1.39220 4.17531 -0.01 0.00 -0.02
H -1.76674 0.24903 4.15652 0.00 -0.02 -0.01
C 3.24690 -2.48629 -4.01438 0.00 0.01 -0.01
O 3.33169 -2.58772 -2.58590 0.02 -0.02 0.00
C 2.64247 -1.74128 -1.85417 -0.02 0.00 -0.06
S 2.76675 -1.89419 -0.16252 -0.01 -0.01 0.07
S 1.65006 -0.52959 -2.47478 0.00 0.00 -0.04
H 3.90530 -3.25954 -4.39639 0.00 0.00 0.00
H 3.57807 -1.50169 -4.34083 0.00 0.00 0.00
H 2.22194 -2.65391 -4.34173 0.00 0.00 0.01

198
Properties=species:S:1:pos:R:3:forces:R:3 method="wB97M-V/def2-TZVPD" homo_lumo_gap_ev=9.0 fmax_ha_per_bohr=0.091
C 1.66687 -4.20877 -5.97984 0.29 0.06 -1.03
C 2.52923 -4.72511 -4.88674 0.46 0.15 0.63
O 1.97455 -5.96130 -4.53030 0.87 1.02 -0.25
C 0.75482 -6.07527 -5.10227 -2.43 -1.90 1.72
O 0.01426 -6.96839 -4.69516 1.46 2.65 -2.23
O 0.52908 -5.04176 -5.98417 -0.16 -2.17 0.73
F 2.53604 -3.84547 -3.82213 -0.40 -0.20 0.42
H 2.23348 -4.26819 -6.93035 -0.64 0.09 0.26
H 1.32718 -3.21479 -5.77315 0.13 0.64 -0.10
H 3.56016 -4.79822 -5.14858 0.75 -0.52 -0.19
C 1.27199 -7.95989 0.55089 -0.78 0.62 -1.53
C 1.27244 -6.88754 1.60444 -1.02 -0.32 0.52
O 0.47603 -5.88922 1.06320 0.18 0.61 0.44
C 0.40723 -5.98401 -0.30149 0.17 -0.70 1.01
O 0.02081 -5.07105 -0.94379 -0.15 -0.35 -0.87
O 0.80725 -7.22077 -0.65543 0.26 -0.04 0.33
F 2.49593 -6.41771 1.90696 0.88 0.36 -0.24
H 0.53318 -8.74970 0.75517 0.45 0.24 -0.10
H 2.26313 -8.31484 0.31629 0.19 -0.29 0.08
H 0.83601 -7.19267 2.54073 -0.28 -0.18 0.34
C -0.66060 -2.46838 1.63032 0.16 0.17 2.27
C -1.59115 -1.97248 0.59888 -0.98 -0.89 0.12
O -2.54994 -1.22487 1.29721 0.11 0.61 0.46
C -2.52484 -1.56066 2.63175 -0.35 -0.29 0.46
O -3.29291 -1.12255 3.45647 0.94 -0.42 -1.19
O -1.55861 -2.46894 2.86629 0.71 0.74 -1.41
F -2.28275 -3.09333 0.14498 0.00 0.20 -0.50
H 0.17094 -1.77818 1.78901 -0.41 -0.23 0.30
H -0.29488 -3.48044 1.48479 -0.18 0.06 -0.09
H -1.14653 -1.43446 -0.23321 -0.28 0.09 0.02
C -5.06241 3.63539 -2.98874 1.27 0.67 1.63
C -4.03105 3.07443 -1.95691 -0.68 1.72 -4.09
O -2.88763 2.97062 -2.90497 0.46 -0.52 1.51
C -3.25456 2.94036 -4.19771 0.31 -0.55 -0.70
O -2.50086 2.66096 -5.12731 -2.15 1.08 2.11
O -4.57188 3.23103 -4.26592 -0.17 -0.03 -0.64
F -4.44697 1.88032 -1.56939 0.63 -0.91 1.00
H -4.97576 4.70521 -2.82587 -0.05 0.42 -0.70
H -6.08341 3.38885 -2.73575 -0.14 -0.69 -0.58
H -3.80696 3.86505 -1.24171 0.32 -0.92 0.60
C -0.89571 0.45591 -4.41118 0.21 -1.19 -0.79
C 0.19103 1.47753 -4.43861 0.19 0.81 -1.27
O 1.15281 0.97275 -5.37897 -0.47 1.16 0.31
C 0.98281 -0.34481 -5.51791 -2.06 1.34 1.93
O 1.74057 -1.02879 -6.08260 1.57 -1.86 -1.37
O -0.13573 -0.73173 -4.87601 -0.44 0.08 0.22
F 0.80742 1.50137 -3.24672 0.51 0.48 1.01
H -1.65600 0.67975 -5.15455 0.07 -0.18 0.02
H -1.37062 0.28098 -3.43034 0.60 -0.12 -0.46
H -0.10502 2.49143 -4.78599 0.25 -0.71 0.53
C 4.92966 -0.95232 -4.89716 1.22 -0.30 0.78
C 5.09228 -0.56741 -3.44231 -0.61 1.74 1.23
O 5.86719 -1.54586 -2.80058 -0.76 0.46 -1.11
C 5.82986 -2.61646 -3.62029 2.29 -3.97 1.06
O 6.31796 -3.70370 -3.30710 -1.51 2.75 -0.88
O 5.30838 -2.35079 -4.81167 -0.70 0.31 -0.63
F 3.84560 -0.54593 -2.83560 0.11 -0.10 -0.05
H 5.70872 -0.42216 -5.45593 -0.34 -0.20 -0.31
H 3.91886 -0.79460 -5.28711 0.29 -0.28 0.09
H 5.53781 0.42020 -3.23136 -0.13 -0.46 -0.27
C -1.33210 0.82250 8.00241 0.14 -0.34 -0.60
O -1.06035 -0.46475 7.49236 0.02 -0.22 -0.32
C -1.28377 -0.64372 6.06155 -1.17 1.11 1.55
C -0.48712 0.36617 5.27739 -1.69 -0.04 -1.25
O 0.80015 0.06807 5.50549 2.50 -0.03 0.76
C 1.75224 0.91568 4.90519 0.14 0.74 2.29
C 2.03581 2.20562 5.76048 -0.62 -0.01 -0.29
O 2.74943 1.87166 6.93725 -0.19 0.61 0.18
C 2.79566 2.94019 7.91391 -1.25 -2.82 0.20
H -0.51532 1.50831 7.74886 -0.08 0.20 -0.05
H -1.34008 0.75564 9.10081 -0.44 -0.03 -0.43
H -2.27400 1.17451 7.52979 0.24 0.21 0.72
H -2.34845 -0.41606 5.85617 0.22 -0.56 0.00
H -1.03520 -1.69133 5.96480 0.05 -0.03 -0.79
H -0.82879 1.37032 5.63777 0.43 -0.33 -0.39
H -0.62741 0.31696 4.15471 -0.65 0.01 0.91
H 1.38707 1.25015 3.94698 0.33 -0.11 -0.67
H 2.64128 0.28746 4.94997 0.31 0.40 -0.73
H 1.05368 2.77408 5.97467 1.19 -1.00 -0.05
H 2.65832 2.88552 5.15761 -0.20 -0.13 -0.03
H 1.79752 2.98849 8.36269 -0.20 0.72 -0.32
H 3.16085 3.85850 7.53297 0.39 0.94 -0.38
H 3.36206 2.52557 8.73930 0.70 0.27 -0.08
C 2.75500 4.53403 2.56460 0.76 0.19 -0.41
O 1.70245 4.08090 3.33955 -0.51 -1.08 -0.12
C 1.21769 5.00984 4.26645 -0.06 -0.26 -0.51
C -0.18225 5.35853 3.84495 -0.93 0.55 1.49
O -0.04639 5.97232 2.58550 -1.77 0.31 -0.81
C -1.27393 6.63112 2.15203 1.05 0.03 0.25
C -1.44203 7.96127 2.85469 -0.15 -0.25 1.17
O -2.04797 7.83518 4.15539 -0.45 0.24 -0.50
C -2.21665 9.14356 4.70636 0.49 -0.61 -0.46
H 3.66313 4.57323 3.17614 0.34 -0.34 -0.25
H 2.62286 5.55263 2.20234 -0.40 0.17 -0.14
H 2.83082 3.88219 1.68772 0.25 0.02 0.31
H 1.83970 5.87795 4.14464 0.12 0.84 0.47
H 1.33542 4.59693 5.26627 -0.36 0.26 0.13
H -0.63225 6.09186 4.57671 0.38 -0.76 -0.56
H -0.86722 4.46697 3.81404 0.62 0.51 -0.11
H -2.20072 6.01516 2.23247 0.77 0.12 0.13
H -1.09437 6.88693 1.09944 -0.10 -0.31 0.10
H -2.10563 8.59516 2.25786 0.26 0.23 -0.18
H -0.44252 8.40515 3.03040 -0.34 0.08 -0.60
H -2.96174 9.13963 5.49861 0.09 -0.13 -0.06
H -2.46916 9.84165 3.91520 -0.54 0.23 -0.12
H -1.24758 9.47249 5.05224 0.32 0.27 0.60
C -5.32197 -3.79656 -7.08683 -1.66 -0.83 -1.22
O -4.25038 -3.45944 -6.34505 1.69 1.57 0.92
C -3.05492 -3.21184 -7.06833 -1.47 -0.81 -0.64
C -1.97748 -3.11461 -6.08866 0.55 0.96 1.56
O -2.01763 -4.18163 -5.18443 0.29 0.17 0.19
C -1.38918 -3.86476 -3.94344 -0.20 -1.98 0.37
C -2.40944 -3.36656 -2.94542 0.41 2.37 -1.17
O -2.48254 -1.89660 -3.05464 0.14 0.06 0.60
C -3.75038 -1.39890 -3.48442 0.64 -0.93 -0.38
H -6.14686 -3.89813 -6.38700 -0.23 -0.27 -0.06
H -5.13074 -4.75846 -7.59443 -0.32 0.08 -0.04
H -5.66142 -3.07275 -7.85608 0.44 0.05 0.20
H -3.09631 -2.31005 -7.67449 -0.21 0.47 -0.01
H -2.94147 -4.01757 -7.78529 0.35 -0.54 -0.15
H -2.09707 -2.15968 -5.52258 0.20 -0.50 -0.47
H -1.01560 -3.11107 -6.57462 0.57 0.30 -0.44
H -0.47731 -3.25496 -4.03568 -0.49 0.27 -0.04
H -1.04886 -4.84626 -3.56952 -0.05 0.28 -0.02
H -2.17304 -3.60470 -1.93665 0.31 -0.23 0.70
H -3.38544 -3.71742 -3.20645 -0.53 -0.73 -0.15
H -3.71943 -0.29868 -3.50560 0.05 -0.37 0.02
H -4.53143 -1.73663 -2.78962 -0.08 0.16 -0.28
H -3.88661 -1.82241 -4.50380 -0.68 0.53 0.52
C -2.76684 6.85616 -1.93784 1.96 -0.43 -0.77
O -3.41635 6.00771 -1.08917 -1.03 -1.39 1.24
C -4.25627 6.61062 -0.11307 0.84 -0.85 0.90
C -4.65896 5.51963 0.87968 -0.71 1.45 -0.05
O -5.69507 4.75526 0.31500 -0.99 -1.41 0.74
C -6.56244 4.06910 1.31261 0.93 0.76 -0.93
C -5.99818 2.81059 1.89855 0.81 -0.28 1.09
O -4.75672 3.05151 2.57065 -1.01 0.97 -0.58
C -4.00853 1.91431 2.89226 -0.92 -0.27 -0.06
H -3.48683 7.37186 -2.54269 -0.10 0.84 -0.50
H -2.09173 6.22669 -2.58876 -0.82 0.61 0.45
H -2.07843 7.49008 -1.35993 -0.29 0.50 -0.30
H -5.12615 7.08143 -0.55153 -0.26 0.21 -0.23
H -3.68822 7.33104 0.49902 0.03 0.20 -0.44
H -4.99018 6.03874 1.80341 -0.11 -0.26 -0.28
H -3.78486 4.96176 1.16149 0.39 -0.64 -0.02
H -7.49637 3.76880 0.79841 0.43 0.60 0.20
H -6.70847 4.81003 2.09806 -0.45 -0.03 0.09
H -5.87874 2.05551 1.13337 0.16 -0.34 -0.36
H -6.71068 2.43019 2.65683 -0.03 0.04 -0.39
H -4.57783 1.11111 3.36347 -0.01 0.32 0.69
H -3.16733 2.28467 3.42493 0.58 -0.05 0.97
H -3.64191 1.43919 2.02770 0.64 -0.58 -1.57
C 5.05189 -2.99640 0.89931 0.17 -0.20 -0.48
O 6.33690 -3.14198 1.47559 -0.62 -0.18 -0.49
C 6.31822 -3.91451 2.62244 1.42 -0.31 2.03
C 5.92414 -5.36295 2.53229 -0.67 -0.82 -1.18
O 6.94321 -6.01832 1.79645 0.24 -1.27 -1.06
C 6.55991 -7.19390 1.04602 -0.27 0.23 0.94
C 6.00215 -6.95169 -0.33639 0.11 -0.63 -0.57
O 4.72320 -6.34125 -0.33429 0.23 -0.19 1.21
C 4.24141 -6.07120 -1.61102 0.26 -1.23 -1.46
H 5.21465 -2.36262 0.02570 -0.28 -0.02 0.04
H 4.34453 -2.53733 1.59331 -0.04 0.19 0.10
H 4.62900 -3.96311 0.57560 0.19 0.29 -0.01
H 5.74105 -3.48001 3.43333 -0.61 0.48 0.08
H 7.35004 -3.88496 3.00819 -0.15 -0.07 -0.19
H 4.96182 -5.43777 1.99958 0.19 -0.11 0.12
H 5.78996 -5.90792 3.48736 0.13 0.77 0.01
H 5.79264 -7.79175 1.59981 0.44 0.45 -0.11
H 7.43992 -7.87512 0.92000 -0.45 0.86 0.26
H 5.98102 -8.01007 -0.73879 -0.33 0.91 -0.18
H 6.65948 -6.34864 -0.97912 0.15 -0.15 0.23
H 4.99941 -5.55525 -2.21548 -0.01 -0.05 0.00
H 3.37559 -5.41517 -1.58011 -0.22 -0.20 0.26
H 4.00065 -7.06293 -2.12820 -0.01 1.27 0.37
C 0.18426 4.39157 -0.80519 0.57 0.05 0.44
O 0.44070 3.45535 0.22998 -0.79 -0.13 -0.28
C -0.77593 2.93730 0.80140 0.04 1.24 -0.25
C -0.39474 1.90424 1.79792 1.07 -0.81 1.00
O -0.08684 0.64759 1.18035 1.52 -0.53 -1.10
C 1.36528 0.50399 0.77606 -0.60 1.55 1.40
C 1.72397 -0.49454 -0.31038 -1.45 0.57 -0.71
O 1.46386 -1.83943 0.04401 0.16 0.65 0.23
C 1.88579 -2.71948 -0.98707 -0.22 0.92 -0.28
H 1.13313 4.90706 -1.04681 -0.41 -0.48 -0.02
H -0.50980 5.16499 -0.46626 -0.22 0.00 0.03
H -0.22921 3.86950 -1.66519 -0.04 0.12 -0.33
H -1.46955 2.43676 0.06937 0.67 0.62 0.19
H -1.30573 3.81758 1.28245 0.29 -0.94 -0.33
H -1.23697 1.70000 2.45179 -0.23 -0.05 0.03
H 0.44789 2.22582 2.47848 -0.77 0.01 -0.92
H 1.86457 0.21806 1.69939 0.21 -0.20 0.20
H 1.72240 1.55488 0.56058 -0.26 -1.32 -0.33
H 2.77962 -0.41546 -0.57053 0.18 0.39 0.18
H 1.14752 -0.21359 -1.22728 0.29 -0.29 0.32
H 1.13654 -2.65712 -1.82167 0.81 -0.43 0.49
H 1.92886 -3.68165 -0.50443 -0.04 -0.41 -0.35
H 2.89317 -2.40779 -1.32919 -0.43 -0.32 -0.08